Record 1
Density functional theory data (wB97M-V/def2-TZVPD) for 10 unconnected molecules or ions with the total composition C21H61NO10S9 in a non-equilibrium geometry.

Calculated values
* E_HOMO: -8.3 eV
* LUMO: -0.05 eV
* electronic energy: -142237.9394 eV
* frontier orbital gap: 8.222 eV

Geometry as XYZ:
```
102
C21H61NO10S9 (wB97M-V/def2-TZVPD)
S 4.98408 3.04575 2.97745
S 1.93414 -3.50983 2.52757
S 3.05557 -3.30132 -2.42997
S 0.72334 -0.02590 4.36317
S -1.15485 4.49883 1.06442
S -4.70557 1.01696 -0.19418
S 5.81091 2.56887 -2.85770
S -3.37136 -0.01629 -4.54658
S -2.19209 -4.62955 -1.29785
O -6.02340 0.30240 -0.48265
O 0.28134 -1.31991 4.99725
O -1.55584 2.99531 1.10420
O 6.26196 1.11454 -2.70597
O 2.17978 -4.97801 2.87164
O 1.35345 0.96157 -2.66675
O 5.02174 4.42981 3.57522
O 4.54723 -3.41714 -2.74483
O -2.47484 0.92024 -3.76717
O -1.23533 -3.48125 -0.98590
N -0.53763 0.36478 -1.71451
C -4.89467 0.09007 -3.64355
C 0.77137 0.54600 -1.67701
C 4.31650 2.62769 -1.83257
C -0.61317 0.41967 3.22497
C 5.01612 2.78268 -4.50166
C 2.31504 -3.41025 0.71513
C -4.71174 1.83534 1.45112
C -1.42495 -0.40868 -0.71248
C 0.08970 -3.27765 2.61426
C 1.55840 0.15675 -0.44410
C 2.30636 -4.90055 -2.99477
C 0.19190 1.18207 5.72771
C 3.22481 2.49286 2.80061
C 2.29359 -2.06510 -3.54669
C 5.39423 2.06471 4.43490
C -1.22656 -6.04020 -0.56703
C -4.81361 2.68815 -0.94462
C -3.49093 -4.59700 0.00742
C -2.84923 -1.72301 -4.11633
C -2.70821 5.31751 0.43178
C -1.12546 5.01253 2.82795
H -4.67038 2.62337 -2.02322
H -3.92988 3.16418 -0.51975
H -0.49032 -3.84404 1.88565
H -0.56682 -0.22687 2.34865
H -0.31783 -6.32278 -1.09849
H 1.71760 1.12231 0.03594
H -5.71252 2.19263 1.69375
H 5.24574 1.00205 4.24306
H -1.60768 0.27257 3.64617
H -3.34998 -5.31724 0.81333
H -0.26993 4.53914 3.30969
H -3.61516 -2.48450 -4.26322
H 2.67654 -5.82698 -2.55568
H -2.84405 6.29695 0.89042
H -0.97588 -5.58628 0.39174
H 2.46570 -0.25540 -0.88573
H 1.21459 -1.91077 -3.55392
H -0.85337 0.98600 5.96658
H 0.75706 0.97831 6.63721
H -4.46129 -4.74597 -0.46618
H -3.64866 -3.69235 0.59465
H 4.44622 2.37171 -0.78102
H 2.85469 2.53952 3.82478
H 3.66617 1.87484 -2.27798
H -0.86133 -0.99160 0.01597
H 2.62165 3.13364 2.15740
H 4.68637 3.80197 -4.70272
H 4.11350 2.17301 -4.54251
H 2.51075 -2.28047 -4.59290
H 1.56448 -2.73166 0.30982
H -5.70485 -0.57990 -3.93141
H -2.84647 5.36987 -0.64815
H -0.24167 -2.26470 2.38572
H -3.96256 2.62141 1.54557
H -2.58387 -1.82173 -3.06374
H 1.20019 -0.52638 0.32604
H 2.69690 -1.08584 -3.28883
H -4.54555 1.07256 2.21180
H 3.10562 1.44836 2.51267
H -5.70076 3.28489 -0.73260
H 2.27698 -4.35757 0.17732
H -1.99162 -6.81649 -0.55481
H -0.68492 1.45271 2.88469
H 3.96826 3.66051 -1.84325
H 4.76774 2.10513 5.32595
H -4.84232 -0.05149 -2.56405
H -0.80772 6.05371 2.88343
H -5.22987 1.12429 -3.72184
H -3.53142 4.75645 0.87409
H 0.42638 2.19423 5.39807
H -2.21517 -0.96422 -1.21748
H -2.12590 4.72024 3.14702
H 2.39418 -5.02212 -4.07440
H 6.47444 2.07754 4.58011
H -1.90247 0.37348 -0.12232
H 3.25973 -2.89294 0.54764
H 5.65334 2.58750 -5.36420
H 1.25243 -4.78973 -2.73974
H -2.02086 -2.01004 -4.76403
H -0.40740 -3.53350 3.54996
H -1.01934 0.62551 -2.56308
```

Mulliken population analysis, charges in e, atoms 1 to 6: atom 1 (S): 0.55, atom 2 (S): 0.53, atom 3 (S): 0.71, atom 4 (S): 0.67, atom 5 (S): 0.44, atom 6 (S): 0.67

***

Record 2
Density functional theory data (wB97M-V/def2-TZVPD) for 5 unconnected molecules or ions with the total composition C48H69BrN2O12 in a non-equilibrium geometry.

Calculated values
* E_HOMO: -7.7 eV
* LUMO: 0.00 eV
* electronic energy: -148466.6968 eV
* frontier orbital gap: 7.739 eV

Geometry as XYZ:
```
132
C48H69BrN2O12 (wB97M-V/def2-TZVPD)
Br -0.52588 3.86042 2.59772
O -1.54137 10.83288 0.76303
O 0.63875 -6.24051 1.07978
O 3.93104 -6.69376 -3.79262
O 1.44541 5.04822 1.16482
O -1.10077 2.45655 0.06697
O -5.24990 4.91956 2.62871
O 2.22294 -11.36688 -0.01038
O 5.81751 -6.27969 -4.98751
O 3.05669 0.86842 0.34700
O 1.84201 -11.00964 2.20047
O -2.91145 12.47396 1.52917
O 0.25931 -5.87925 3.29016
N -4.52823 3.66349 -0.83046
N -5.47474 2.26390 3.85682
C 5.28981 -4.24297 0.01098
C 0.74902 -7.39643 0.24239
C -2.87128 -0.05242 0.71015
C -5.10625 0.52463 -0.56251
C 3.97186 -4.26262 0.87977
C 0.32546 3.85770 -4.11895
C -2.66896 10.42692 2.78678
C 2.59850 5.70959 0.55303
C 1.01258 1.99847 1.15667
C -3.46363 0.46013 -0.69418
C -2.76494 1.61833 -1.49302
C -3.62502 6.51859 0.43294
C -3.34232 3.81226 0.03435
C -2.40713 11.38496 1.65822
C -0.28929 3.18466 -2.84249
C 5.69896 -3.94729 -5.07423
C 3.07018 -0.16684 1.35078
C -6.84530 4.96021 -0.11271
C 0.77165 4.31152 0.06876
C 0.84409 -0.06750 -0.61464
C -1.51874 9.45465 2.65123
C -3.74757 3.13586 1.47310
C 4.74185 -5.91597 -4.23432
C 4.74657 -4.43063 -4.00329
C 3.86289 -1.50401 0.83380
C 2.76537 -13.63925 0.06667
C 1.17770 -8.51433 1.16141
C 2.10501 -13.26403 1.37439
C -5.79329 4.19630 -0.38661
C 5.88195 -2.82941 -0.43747
C 5.17723 -1.45095 -0.03401
C -2.14998 2.95027 -0.73032
C -4.04316 4.12755 2.69133
C 6.62382 -5.12761 -5.24756
C 0.51887 -8.13603 2.46796
C -1.59271 3.73685 -2.06741
C -1.62899 5.70223 -4.04056
C 1.68810 1.22961 -0.07260
C 3.28244 -2.90188 1.27148
C 0.46438 -6.63688 2.37157
C -4.26685 3.13984 3.99746
C -2.85026 5.30620 0.36870
C -0.11175 3.14053 0.72893
C 2.04856 -11.76502 1.28062
C 2.33508 -12.51997 -0.85020
C -2.20746 4.99431 -2.76256
C -1.22677 9.49789 1.17110
C -0.33830 5.15783 -4.76670
H 3.52839 5.03292 0.57517
H 5.14672 -3.76919 -6.00323
H -7.82379 5.53848 0.11641
H 2.33717 -2.89651 1.93150
H -4.24763 6.87883 -0.47742
H -2.91464 2.41789 1.86891
H -3.43789 1.91931 -2.39953
H 5.64953 -0.45811 -0.36521
H -3.30655 2.49779 4.18611
H 5.12523 -4.22461 -2.99883
H 1.82364 2.51207 1.81876
H 0.24268 2.22265 -2.46032
H 1.25922 3.44413 -4.67032
H -1.85310 8.80277 0.60346
H -5.17035 1.33262 3.52174
H -1.74747 8.45097 3.01581
H -5.57303 -0.48632 -0.92437
H -3.63439 9.94083 2.62525
H -0.49955 -8.52629 2.53854
H -3.53442 0.36625 1.57594
H -4.40211 3.79163 -1.83610
H -0.22520 -7.58747 -0.21858
H 3.85382 -13.62234 0.18715
H 1.08708 -13.65566 1.44379
H 1.61821 3.97461 -0.63205
H 3.72469 0.22933 2.23584
H -3.33692 -0.48298 -1.38664
H -1.69853 5.45425 0.49227
H -5.94967 2.10389 4.76354
H 6.86185 -2.86690 -1.06320
H -6.05525 4.37377 2.46386
H 1.54963 -0.91983 -0.98950
H -4.68169 2.43916 1.38233
H -2.17368 6.63758 -4.45284
H 2.35647 6.05112 -0.52707
H 2.48273 -14.62827 -0.29937
H 5.77289 -5.25730 -0.26760
H 7.45355 -5.11404 -4.53393
H 0.06077 5.67961 -5.70727
H 6.22213 -3.02544 -4.81183
H 7.02925 -5.18365 -6.26012
H 2.26592 -8.49881 1.28141
H -0.65449 9.82817 3.21094
H -2.65081 10.93905 3.74940
H -3.17846 5.45764 -2.31335
H -5.44538 0.59478 0.55352
H -0.17729 9.28507 0.95596
H -1.82581 1.13990 -2.00423
H 1.48277 -7.21131 -0.54530
H -3.19534 4.82401 3.02256
H 3.46502 -5.22832 1.28921
H 0.44831 1.27034 1.84502
H 0.29678 -0.50008 0.31223
H 2.70028 -13.58216 2.23093
H -1.74820 0.10831 0.87637
H -4.36263 3.86231 4.89505
H 1.11415 -8.45355 3.32452
H 1.85744 1.88072 -1.02805
H -5.57930 1.32619 -1.23383
H -3.03349 -1.20959 0.76809
H 0.17550 5.12338 -0.50824
H -3.67606 7.13542 1.39996
H 2.06110 -0.45528 1.80971
H 2.82659 6.64794 1.19480
H 0.06680 0.19749 -1.41620
H 3.74948 -4.00850 -4.13294
H 3.06843 -12.33176 -1.63712
H 1.36148 -12.71144 -1.31174
H 0.89412 -9.50100 0.79840
```

Mulliken population analysis, charges in e, atoms 1 to 6: atom 1 (Br): -0.06, atom 2 (O): -0.38, atom 3 (O): -0.34, atom 4 (O): -0.59, atom 5 (O): -0.33, atom 6 (O): 0.21

***

Record 3
Density functional theory data (wB97M-V/def2-TZVPD) for a molecular structure, C7H14F3N3O6S2 in a non-equilibrium geometry.

Calculated values
* E_HOMO: -8.8 eV
* LUMO: -0.86 eV
* electronic energy: -54059.1905 eV
* frontier orbital gap: 7.891 eV

Geometry as XYZ:
```
35
C7H14F3N3O6S2 (wB97M-V/def2-TZVPD)
S 1.21321 -1.12310 -3.92756
S -1.18959 -0.79733 -4.95251
F 1.64889 -0.05139 -5.01418
F 2.56412 -1.38657 1.17601
F -2.19139 -1.83553 -5.61792
O -1.95817 -0.27901 -3.86326
O -1.25952 -0.79213 0.48013
O -0.90327 0.08887 -6.03101
O 2.35650 -1.97297 -3.87842
O -2.43446 -2.46255 1.21080
O 0.97533 -0.31372 -2.76435
N -0.03492 -1.81591 -4.56615
N 1.56771 -0.48786 1.42985
N -0.03303 2.58241 0.21921
C -1.83759 -1.52627 1.49149
C 0.67010 1.49899 2.28147
C -1.65720 -1.17146 2.96209
C -1.28651 0.62832 0.66250
C 1.77209 0.41377 2.58986
C 1.23383 0.36572 0.25277
C 0.11779 1.25415 0.81421
H -1.96502 0.95157 1.45677
H -0.88985 2.97897 0.58569
H -1.38674 -2.09612 3.46716
H 1.24686 2.42074 2.33296
H 0.91248 -0.26836 -0.57637
H 2.13754 0.95011 0.09091
H 1.53821 -0.10871 3.51490
H -0.87312 -0.42315 3.09678
H -2.58418 -0.83778 3.41886
H 0.75251 3.19178 0.40270
H 2.76081 0.84539 2.67653
H 0.73885 -1.02601 1.71672
H -1.69466 1.05067 -0.25598
H -0.02761 1.55448 3.11729
```

Mulliken population analysis, charges in e, atoms 1 to 6: atom 1 (S): 1.05, atom 2 (S): 1.12, atom 3 (F): -0.27, atom 4 (F): -0.18, atom 5 (F): -0.27, atom 6 (O): -0.57

***

Record 4
Density functional theory data (wB97M-V/def2-TZVPD) for a gas-phase ion, C5H12NO (charge +1) in a non-equilibrium geometry.

Calculated values
* E_HOMO: -13.4 eV
* LUMO: -3.46 eV
* electronic energy: -8908.8750 eV
* total charge: +1
* frontier orbital gap: 9.972 eV

Geometry as XYZ:
```
19
C5H12NO (wB97M-V/def2-TZVPD)
O -1.70649 -0.25940 -1.77106
N -1.67068 -0.53533 0.83615
C -0.50780 -0.60169 -1.21844
C 2.39755 1.57591 0.83211
C 1.92886 0.41996 0.34134
C 0.79703 -0.32228 0.93126
C -0.49669 0.04843 0.17541
H 2.12026 1.93523 1.79863
H 2.33150 -0.02536 -0.60081
H -1.75032 -1.57835 1.02330
H -0.38093 -1.72797 -1.05742
H 3.11047 2.25962 0.22695
H 0.83668 -1.32799 0.64923
H -0.75538 1.10935 0.28560
H 0.76655 -0.49748 2.12491
H -1.84079 -0.18972 1.75636
H 0.32904 -0.34310 -1.82769
H -1.59352 -0.18115 -2.72179
H -2.54054 -0.33257 0.28809
```

Mulliken population analysis, charges in e, atoms 1 to 6: atom 1 (O): -0.51, atom 2 (N): -0.36, atom 3 (C): -0.73, atom 4 (C): -0.79, atom 5 (C): -0.08, atom 6 (C): -0.79